(1)
The ion C8H16BIN2O2P with charge -1. Source: OMol25; level of theory: ωB97M-V/def2-TZVPD.

E_LUMO   2.64 eV
HOMO level   -3.87 eV
ΔE to the lowest compared entry with this formula, charge and spin   0.0 kcal per mole
Net charge   -1

Positions of all 31 atoms, in Å:
I -1.36906 0.70680 2.15430
P 2.97447 0.06046 -1.07791
O 0.29719 1.22356 -0.91339
O 0.66181 -0.64370 0.47565
N -2.60239 -2.99949 2.04628
N -3.17057 2.86071 -0.23581
C -2.06999 1.05355 -1.41518
C -0.77478 0.35479 -0.95404
C 4.07365 1.48402 -0.61868
C 3.67072 -1.18220 0.11610
C -3.02230 1.61438 -0.40444
C -2.58029 -2.03567 1.22401
C -1.41589 -1.82077 0.31016
C -0.66106 -0.47192 0.35689
B 1.35328 0.59896 -0.03946
H -0.60044 -0.45604 -1.69452
H 5.07301 1.35558 -1.04372
H 3.64294 2.40426 -1.02229
H 4.15023 1.60038 0.46577
H -3.85866 3.03837 0.49595
H 3.22463 -2.16186 -0.06883
H -2.61222 0.32754 -2.03205
H -3.61241 0.87627 0.15608
H 4.75178 -1.27051 -0.02594
H -1.75612 1.88045 -2.05419
H -0.68359 -2.60514 0.49930
H -3.42157 -1.34388 1.10648
H -1.77859 -1.92935 -0.72051
H 1.68126 1.35958 0.86118
H 3.47476 -0.91597 1.15977
H -3.48079 -2.99539 2.56539

Atoms 1-2, force components in eV/Å:
I 0.1 0.2 0.5
P 0.0 -0.1 0.1

=====

(2)
A cluster of 8 separate species, C47H43BClN7O6 in total. Source: OMol25; level of theory: ωB97M-V/def2-TZVPD.

SMILES   O=C(Cl)Cc1cc(O)cc2c1C(=O)C=C(B(O)O)C2=O.c1ccncc1.c1ccncc1.c1ccncc1.c1ccncc1.c1ccncc1.c1ccncc1.c1ccncc1
E_LUMO   -1.13 eV
HOMO level   -9.48 eV

Positions of all 105 atoms, in Å:
Cl 3.80610 -0.56554 3.79545
O -3.19072 -1.22722 1.87297
O 5.96250 -0.51126 2.36387
O 1.41714 1.69611 1.15942
O -3.47193 -1.05747 -0.45340
O -0.88711 -1.95454 -1.50368
O 3.86410 -3.71881 -1.34897
N 4.23100 3.04486 2.87853
N 5.89038 -4.52489 -4.99947
N -5.20096 -4.50539 3.65117
N -2.95922 2.10177 5.08586
N 4.72088 0.80056 -4.69137
N 3.57036 5.62958 -0.82806
N -10.53379 -2.89057 1.63465
C 4.04034 0.40832 1.24309
C 7.09640 1.05203 -4.86285
C -5.06635 3.15376 4.64991
C 3.86349 -1.70431 -0.04555
C 5.03867 5.29430 2.83777
C 2.45392 4.42743 -3.07728
C 3.88257 4.38338 -1.17653
C -4.18911 1.56908 3.09776
C 1.80805 -2.58362 -0.93652
C 5.88638 5.02373 3.90269
C -11.23951 -4.01317 1.75430
C 1.81007 -0.52056 0.35684
C 4.81233 -0.23362 2.35960
C -11.20411 -1.77281 1.36256
C 0.98970 0.59069 0.91357
C -7.32317 -3.47145 3.23336
C 5.95794 0.34329 -4.50811
C 1.13495 -1.51201 -0.36835
C 5.66182 2.79109 -5.63964
C -13.30056 -2.90163 1.32658
C 6.94308 2.30225 -5.44071
C 4.33927 -2.69994 -5.06336
C 5.90112 3.74514 4.44202
C -12.58017 -1.72476 1.20072
C 2.70631 6.28117 -1.60314
C 4.94284 -3.77873 -4.43106
C 6.26142 -4.20347 -6.23669
C -0.34237 -1.42639 -0.55523
C 2.12269 5.72830 -2.73299
C 4.73814 -2.37637 -6.34976
C 4.22423 4.27412 2.37091
C -6.18106 -3.67170 3.99508
C -3.09850 1.43130 3.94432
C -3.93235 2.94546 5.42043
C 3.17789 -2.67895 -0.75980
C 5.72162 -3.14475 -6.95203
C -12.61703 -4.07294 1.60934
C -5.19457 2.44973 3.46324
C -6.44640 -5.04410 1.67401
C -1.11189 -0.65734 0.46300
C -7.45801 -4.17232 2.04708
C 3.35445 3.73585 -2.28357
C 5.06159 2.79291 3.88539
C -5.34580 -5.17458 2.50811
C 4.59083 2.00256 -5.24906
C -0.45038 0.29153 1.13633
C 3.20079 -0.61739 0.51235
B -2.65220 -0.98220 0.62885
H 3.46349 1.24039 1.62828
H 3.63812 2.71751 -2.51445
H 7.80725 2.88611 -5.72999
H -6.50627 -5.61293 0.75600
H -10.66961 -4.90900 1.97978
H 1.42245 6.30389 -3.32273
H -13.13728 -5.01465 1.71644
H 4.29153 -1.54034 -6.87287
H -3.79454 3.47953 6.35439
H -3.68687 -2.05515 1.81975
H 3.57633 -2.12670 -4.55337
H -14.37614 -2.90571 1.20665
H 5.00000 6.27198 2.37791
H 5.49341 3.76205 -6.08477
H 6.06565 -2.93042 -7.95475
H -0.95022 0.91544 1.86831
H 2.01344 3.95885 -3.94838
H 7.03218 -4.82787 -6.67593
H -6.03757 -3.13650 4.92749
H -8.09043 -2.78181 3.55794
H 1.26568 -3.32045 -1.51136
H 6.55663 3.48650 5.26206
H 3.57130 2.34812 -5.38390
H -13.07170 -0.78704 0.98158
H 4.18947 -4.30998 -0.66103
H 4.65595 -4.04478 -3.42001
H 4.58743 3.87497 -0.52685
H 8.07716 0.63169 -4.68808
H 5.04440 1.77081 4.24480
H -4.53612 -5.84975 2.25143
H 4.93781 -1.79118 0.06888
H 4.78550 0.79808 0.54741
H -5.82706 3.85063 4.97460
H 3.53545 4.43714 1.55119
H -3.01974 -0.85066 -1.27781
H -10.60564 -0.87332 1.26950
H -6.06488 2.58388 2.83339
H 2.46960 7.29516 -1.30008
H -4.24917 0.99534 2.18609
H -2.29942 0.73998 3.70126
H 6.03744 -0.63929 -4.05524
H -8.33646 -4.03141 1.43238
H 6.53337 5.79536 4.30012

Atoms 1-2, force components in eV/Å:
Cl -0.2 -0.2 0.0
O 0.6 -0.5 -0.3

=====

(3)
A structure of composition C22H55AgCl4F2N4O11S2 in a non-equilibrium geometry. Source: OMol25; level of theory: ωB97M-V/def2-TZVPD.

Multiplicity   2
E_LUMO (spin up / spin down)   -2.91 / -8.96 eV
HOMO level (spin up / spin down)   -11.14 / -11.14 eV
⟨S²⟩   0.7542
Net charge   +1

Positions of all 101 atoms, in Å:
Ag -1.82358 -1.52545 2.00406
Cl 1.11040 0.45596 -4.15870
Cl 4.26692 -0.50211 6.93263
Cl 1.44719 0.77085 8.12262
Cl -1.88166 0.48008 -5.46611
S 0.61230 -0.48006 -0.13964
S 0.97146 0.62660 1.99667
F 0.02349 1.00594 3.23314
F 0.03712 -1.87686 -0.73414
O -0.47108 -5.33255 -3.68494
O 2.00708 -0.86662 -0.22686
O 2.11790 0.07820 2.64500
O -2.77220 -1.25929 -0.09142
O -2.82282 4.31769 -2.80790
O -2.88348 0.64472 2.51409
O 1.20021 -3.89745 4.14977
O 0.53117 6.86028 0.57206
O 1.04934 1.90731 1.33672
O 0.05769 0.48264 -1.04040
O 4.75810 -2.53496 -3.49554
N -3.91761 -2.96113 -1.00685
N -4.74753 1.79412 1.90741
N 0.71944 4.66311 0.05291
N -0.05542 -0.56019 1.30220
C -3.38665 -1.72337 -1.06029
C 2.84824 -0.03355 5.92790
C 4.30343 -2.23004 -2.23382
C -3.82611 4.91866 -0.68417
C 0.09685 5.29855 2.31764
C -0.22893 -2.97040 -3.57782
C 3.48954 -3.24345 4.42096
C 0.09699 1.90296 -4.16641
C 3.60292 -3.41622 -1.59383
C -2.26928 2.93458 -0.88417
C 5.46219 -1.63675 -1.39514
C -2.60889 4.32726 -1.39472
C -3.52079 1.68738 2.45983
C 2.17520 -3.02736 3.62930
C -3.02731 2.92374 3.19221
C 2.10006 1.13810 6.52909
C -3.66848 -0.90232 -2.29029
C -1.35341 1.44286 -4.04477
C 0.43233 5.68633 0.88676
C -1.46043 -4.12302 -5.49382
C -0.29657 -4.16626 -4.51562
C 2.49913 -3.24911 2.16139
H -4.69217 4.25196 -0.72731
H 4.24346 -4.27131 -1.37217
H -2.85850 -0.95782 -3.01558
H -2.04219 2.27785 -3.94134
H 0.28030 2.54194 -3.30290
H -4.09445 5.90624 -1.05500
H -0.24040 -6.12743 -4.17421
H 3.21446 -2.50048 1.81216
H -5.05987 2.71333 1.65171
H -1.43655 0.73140 -3.22966
H -3.78119 0.12401 -1.94509
H 4.33067 -2.59021 4.20223
H 2.96024 -4.23530 2.02493
H -1.71085 3.02549 0.05188
H 1.58057 -4.78270 4.09113
H -3.48391 4.96010 -3.06988
H -5.17777 0.95615 1.55578
H 2.73715 -3.76044 -2.15997
H -1.94563 2.89210 3.33532
H 3.26877 -3.11953 5.48710
H -0.95477 5.04203 2.43104
H -4.59511 -1.21551 -2.76853
H 3.20403 -3.00735 -0.66346
H 1.26012 1.38919 5.88368
H 1.69073 -3.22852 1.42331
H -3.07548 2.20879 -0.80335
H 2.77850 1.98086 6.63365
H 0.69613 -4.22284 -4.97944
H -3.61951 4.97349 0.39094
H 5.19160 -1.74047 -0.34416
H -3.22832 3.88304 2.71421
H 5.19466 -1.79765 -3.98240
H 0.70493 4.88717 -0.93027
H 6.34590 -2.23556 -1.60095
H -1.72848 4.97292 -1.29389
H -1.47823 2.50878 -1.50781
H -1.11835 -2.87730 -2.95130
H 5.62509 -0.57434 -1.56683
H 2.27047 -0.94842 5.83599
H -3.39956 2.92502 4.21804
H -4.42901 -3.41383 -1.74042
H 0.75706 4.51676 2.69369
H 1.95834 -1.98148 3.84153
H 3.26515 0.24105 4.96135
H -1.40006 -3.19600 -6.07557
H 0.31158 6.19184 2.90241
H 3.43344 -1.52616 -2.38853
H -0.28032 -2.07083 -4.19728
H -1.44727 -5.00871 -6.12066
H 0.42821 3.74623 0.35906
H -2.37494 -3.98076 -4.91710
H 0.67643 -3.05155 -2.98545
H 0.26446 2.48849 -5.06611
H 3.75885 -4.30667 4.39935
H -3.77282 -3.43648 -0.13086

Atoms 1-2, force components in eV/Å:
Ag -0.9 -0.1 0.3
Cl 0.7 0.0 0.0

=====

(4)
A cluster of 4 separate species, C31H36IN6O11 in total in a non-equilibrium geometry. Source: OMol25; level of theory: ωB97M-V/def2-TZVPD.

E_LUMO   1.18 eV
HOMO level   -5.14 eV
Net charge   -1

Positions of all 85 atoms, in Å:
I -0.41179 -1.06242 -5.60990
O 0.38501 -3.58223 -0.56473
O -4.14617 0.56470 1.33335
O -1.72928 -3.32330 -1.19861
O 1.52019 -2.60105 2.73875
O 5.78905 4.92393 -1.68564
O -7.21798 5.79500 0.83269
O 1.05604 -3.05341 -3.50134
O -6.76001 3.75609 0.32038
O 3.30899 -1.56741 2.13128
O 2.45834 -1.50241 -2.68961
O 4.03575 3.72327 -1.34511
N -3.82084 -0.79957 -0.45162
N 5.23267 3.86513 -1.44338
N -0.99273 -1.29529 -3.63987
N 2.07247 0.76696 -0.89941
N -6.69755 4.71760 1.05631
N 2.72224 -2.53977 2.54663
C -5.17861 5.51816 4.36108
C 0.12707 -0.99411 -2.71471
C 5.63481 -4.82566 2.95095
C 4.88897 -3.69372 2.66438
C -5.94297 4.57338 2.31668
C 0.58171 0.49028 -2.82924
C -4.15668 -0.55744 0.86782
C -4.53296 4.32263 4.65358
C -4.69476 -0.82576 -2.75168
C -5.31386 3.37312 2.58651
C 8.27437 1.73959 -1.14604
C -4.54390 -1.75075 1.71650
C -0.64955 -2.82702 -1.04448
C 3.52006 -3.74593 2.84342
C -0.31500 -1.36402 -1.27861
C -5.89203 5.65197 3.18178
C -3.39471 -1.45439 -3.26090
C -4.60227 3.25467 3.76999
C 1.34967 -1.96926 -3.02652
C 5.00689 -5.97884 3.40309
C -4.55087 -0.01237 -1.47511
C 7.71004 0.49648 -0.88552
C 3.62849 -6.00729 3.56751
C 5.50202 1.45155 -0.99856
C 0.37133 2.44405 -1.11822
C 7.46088 2.84367 -1.33454
C 6.08880 2.67694 -1.25443
C 2.87055 -4.88162 3.28683
C -2.21585 -0.49864 -3.37904
C 6.33193 0.35488 -0.81509
C 1.07823 1.18786 -1.56450
H -5.38884 -1.46035 2.33848
H -2.42326 0.20685 -4.19129
H -5.38535 -1.65369 -2.54427
H -0.22568 1.08393 -3.26703
H 0.79467 -3.09408 0.16036
H 6.70778 -4.80636 2.81794
H -3.57833 -1.90051 -4.24296
H 3.13966 -6.90806 3.91235
H 4.42717 1.33497 -0.93498
H 1.11723 3.13667 -0.72491
H -0.32642 2.22064 -0.30747
H 1.41609 0.51926 -3.53268
H -2.09922 0.11548 -2.48575
H 0.49555 -1.08926 -0.60475
H -4.79985 -2.62660 1.12267
H -5.12372 6.34996 5.05027
H 5.88770 -0.61216 -0.62241
H -3.98549 0.90578 -1.64263
H 1.79747 -4.88221 3.40265
H 8.34878 -0.36539 -0.74036
H -5.53683 0.28635 -1.10833
H 5.59411 -6.86021 3.62495
H 7.87689 3.81782 -1.54062
H -6.39860 6.57195 2.93335
H -3.10563 -2.27105 -2.60348
H -1.20312 -0.81033 -0.96205
H -4.09749 2.32374 3.98798
H -0.15250 2.93430 -1.93911
H -5.19353 -0.20818 -3.50461
H -5.35883 2.54595 1.89211
H -3.71249 -2.00378 2.37685
H -3.91408 -1.79100 -0.63760
H 5.35420 -2.78779 2.30622
H 2.42637 -0.07669 -1.38044
H 9.34907 1.84995 -1.20415
H -3.96973 4.22592 5.57263

Atoms 1-2, force components in eV/Å:
I -0.1 -0.2 0.1
O -0.5 -0.2 0.4

=====

(5)
The molecule C10H10O in a non-equilibrium geometry. Source: OMol25; level of theory: ωB97M-V/def2-TZVPD.

SMILES   COC1(c2ccccc2)C=C1
E_LUMO   0.96 eV
HOMO level   -8.70 eV
ΔE to the lowest compared entry with this formula, charge and spin   117.3 kcal per mole

Positions of all 21 atoms, in Å:
O 1.86286 0.56085 0.93515
C -1.25962 -1.29673 0.46406
C -3.17161 0.06920 0.09071
C 1.82221 -1.07290 -0.97325
C -0.93725 0.98625 -0.35834
C -0.42910 -0.22672 0.07842
C -2.27713 1.14310 -0.27584
C 1.69649 -1.88264 0.04372
C 1.06141 -0.40017 0.17148
C -2.62580 -1.21297 0.34602
C 2.53231 1.49094 0.19910
H -2.56328 2.10582 -0.64472
H -0.65545 -2.18398 0.64970
H -4.23153 0.23387 0.14599
H 2.67434 1.24606 -0.88066
H -3.38485 -1.96713 0.82006
H 3.59805 1.54063 0.75955
H 1.97955 -2.64072 0.60451
H 2.32875 -0.84108 -1.89887
H -0.18951 1.81130 -0.46180
H 2.16916 2.53700 0.18500

Atoms 1-2, force components in eV/Å:
O -2.8 -1.9 -0.2
C 1.9 0.1 -1.3